{
  "formula": "C42H66O42",
  "method": "ωB97M-V with the def2-TZVPD basis set",
  "elements": ["O", "O", "O", "O", "O", "O", "O", "O", "O", "O", "O", "O", "O", "O", "O", "O", "O", "O", "O", "O", "O", "O", "O", "O", "O", "O", "O", "O", "O", "O", "O", "O", "O", "O", "O", "O", "O", "O", "O", "O", "O", "O", "C", "C", "C", "C", "C", "C", "C", "C", "C", "C", "C", "C", "C", "C", "C", "C", "C", "C", "C", "C", "C", "C", "C", "C", "C", "C", "C", "C", "C", "C", "C", "C", "C", "C", "C", "C", "C", "C", "C", "C", "C", "C", "H", "H", "H", "H", "H", "H", "H", "H", "H", "H", "H", "H", "H", "H", "H", "H", "H", "H", "H", "H", "H", "H", "H", "H", "H", "H", "H", "H", "H", "H", "H", "H", "H", "H", "H", "H", "H", "H", "H", "H", "H", "H", "H", "H", "H", "H", "H", "H", "H", "H", "H", "H", "H", "H", "H", "H", "H", "H", "H", "H", "H", "H", "H", "H", "H", "H"],
  "positions_angstrom": [[3.67133, 7.50792, -2.35270], [-1.46110, -0.28877, -1.47303], [-4.60319, -6.01521, -5.28834], [-4.57967, -7.95436, 0.13712], [-7.32327, -3.96227, 3.50194], [3.56959, -3.06734, -3.84605], [-4.66318, 1.66909, 5.14654], [-1.34817, -1.11356, -8.30721], [5.66795, -3.50167, -4.53682], [-1.48024, 9.60402, 4.94027], [2.02326, 1.90347, 7.44809], [-0.11167, 0.14402, 0.23862], [5.48269, 6.82119, -3.20640], [-5.77048, -3.03616, 2.22102], [-7.94682, -3.18389, 1.47210], [-3.47596, 10.80290, 4.80009], [-3.38547, 2.80374, -5.76920], [-4.65898, 2.74421, 3.08820], [5.37405, -3.38271, -2.42651], [1.89726, -6.48607, 2.44378], [-6.48599, -5.73703, -4.11804], [0.09543, -2.70437, -8.52787], [6.27464, 1.91320, -3.64062], [4.05402, 5.71199, 3.51929], [-3.32184, 8.54355, 4.58791], [6.17550, 4.83106, 3.67170], [5.37350, 7.14620, -0.92278], [-5.17074, -4.06248, -4.34302], [-1.23073, 2.54012, -5.13704], [4.47227, 3.47799, 3.30381], [2.15088, 4.10690, 7.93137], [2.18913, -4.68982, 3.74078], [3.18316, 2.49954, 9.17202], [-4.64228, -9.33398, -1.66701], [0.06543, -1.08494, -10.06039], [5.78275, 1.42791, -1.53259], [7.88670, 0.99786, -2.41288], [-2.71128, 3.76238, -3.96122], [-0.47680, -1.87087, -0.19064], [3.94570, -6.03766, 3.37082], [-2.65168, -8.88959, -0.88946], [-6.45739, 1.67632, 3.82306], [3.80725, 3.40798, 10.04850], [-0.29707, -1.58314, -9.04707], [2.79839, -3.99409, 4.76451], [-2.31637, 7.52168, 4.56311], [-4.55168, 3.29386, -5.20228], [-4.01148, -8.63750, -0.73025], [-7.08251, -4.68950, -3.36244], [6.84918, 6.45867, -3.16076], [4.83755, 1.92699, -3.64364], [4.56215, 1.84526, -2.15680], [4.81439, 4.74926, 3.47813], [2.45832, -7.58724, 1.79081], [4.87362, 7.11919, -2.06591], [-6.09942, -3.57069, -3.40753], [6.74338, 1.43433, -2.49415], [-6.11810, -3.96370, 4.26940], [-1.04484, -2.92249, -0.92784], [-7.08580, -3.36002, 2.32012], [-0.74375, -0.63460, -0.57166], [-6.79321, 2.21679, 2.59881], [-3.79879, -10.22885, -2.37470], [6.81472, 3.59941, 3.45678], [-0.19475, 1.58106, 0.16551], [-0.46275, -2.89756, -7.24217], [-2.77957, 9.77078, 4.82631], [0.97906, 2.02879, 6.59247], [-5.39283, -5.31956, -4.68525], [2.81522, 7.97180, -1.34497], [-1.03341, 8.34850, 4.58726], [2.76319, -5.79568, 3.24101], [-2.36093, 3.04378, -4.95480], [-1.73342, -2.03326, -7.32170], [-5.45451, 2.47821, 1.96252], [-4.99005, -3.48228, 3.31657], [-2.50054, -9.48163, -2.22239], [2.43833, 2.92527, 8.16374], [5.55844, 2.76502, 3.70871], [4.76064, -3.24575, -3.65457], [-4.13521, 3.70728, -3.81625], [-5.18984, 2.03385, 4.11594], [5.41963, -3.49538, -5.91621], [4.67158, -3.15106, -1.20206], [3.20934, 8.72327, -0.66082], [1.67587, -8.21943, 1.37103], [-4.35114, -2.75573, 3.81858], [2.01688, -3.36524, 5.19099], [-2.27085, 6.91205, 5.46554], [6.40460, -3.51643, -6.38257], [-4.11343, -10.15105, -3.41540], [0.92002, 1.30735, 5.77752], [0.05599, 1.98175, 7.17026], [-5.56956, -3.46472, -2.46090], [3.11521, -7.35078, 0.95375], [1.95966, 8.45622, -1.81556], [-1.98088, -3.28436, -0.50241], [0.21630, -2.69276, -6.41450], [7.33582, 3.44638, 2.51173], [-5.88574, -4.95692, 4.65361], [-2.66433, -2.53316, -7.58928], [-1.60343, -10.08964, -2.10569], [5.27230, -3.21301, -0.29465], [0.45532, 2.04620, 0.90656], [5.51649, 1.78157, 3.24057], [-5.53443, 3.35024, 1.31347], [7.08106, 5.82571, -2.30420], [3.16860, -8.23312, 2.30699], [3.46492, -3.19171, 4.44827], [4.09191, 4.36233, 9.60545], [4.96096, -2.51885, -6.07151], [-2.29369, -8.75249, -3.00576], [7.44996, 7.36815, -3.16436], [-1.16995, 1.99228, 0.42624], [7.63132, 3.43852, 4.16061], [4.31343, 2.82091, -1.73926], [4.20521, -2.16994, -1.11267], [-6.63423, -2.71133, -3.81199], [0.97496, 2.97665, 6.05428], [-1.83082, -1.51471, -6.36790], [4.57901, 2.87736, -4.11061], [-4.23841, -4.22702, 3.05484], [-3.86730, -11.22141, -1.92947], [4.85747, -4.36860, -6.24721], [-5.23170, 2.44207, -5.19064], [-1.06498, -2.74492, -2.00308], [-0.47371, 8.03290, 5.46773], [-7.39174, 1.51383, 2.01942], [-0.80399, -3.92407, -7.10826], [-0.45755, -3.83286, -0.80777], [4.75242, 2.94755, 10.33615], [-7.45761, 3.07331, 2.71307], [-8.00436, -4.46723, -3.89993], [-7.23555, -4.99687, -2.32793], [2.28033, 7.17498, -0.82819], [3.77731, -3.77423, -1.19482], [-5.14831, 1.61671, 1.36909], [5.47614, 2.47951, 4.75742], [-4.38795, 2.97712, -3.04743], [0.06884, 1.99788, -0.80654], [3.16698, 3.41774, 10.93058], [-6.29359, -3.30947, 5.12338], [-4.87771, 4.15576, -5.78447], [-4.55202, 4.68909, -3.59174], [-0.44294, 8.41268, 3.67329], [-2.40948, 6.88396, 3.68405], [7.25001, 6.07655, -4.09960], [3.75221, 1.13002, -2.01358], [4.44307, 1.12243, -4.26426], [3.16868, -4.64527, 5.55632]],
  "mulliken_charge": [-0.31, -0.58, -0.60, -0.59, -0.34, -0.58, -0.55, -0.34, -0.31, -0.33, -0.29, -0.27, -0.33, -0.30, -0.58, -0.57, -0.32, -0.29, -0.29, -0.25, -0.36, -0.34, -0.36, -0.58, -0.33, -0.34, -0.60, -0.31, -0.61, -0.27, -0.59, -0.27, -0.32, -0.34, -0.53, -0.32, -0.59, -0.29, -0.25, -0.54, -0.32, -0.32, -0.65, 0.69, -0.70, -0.23, -0.27, 0.72, -0.32, -0.68, -0.25, -0.15, 0.71, -0.70, 0.86, -0.19, 0.72, -0.30, -0.70, 0.67, 0.78, -0.35, -0.24, -0.21, -0.57, -0.29, 0.71, -0.70, 0.72, -0.69, -0.19, 0.73, 0.71, -0.19, -0.25, -0.22, -0.31, 0.83, -0.38, 0.79, -0.24, 0.66, -0.59, -0.57, 0.31, 0.27, 0.27, 0.25, 0.23, 0.22, 0.27, 0.24, 0.32, 0.28, 0.29, 0.27, 0.26, 0.27, 0.22, 0.27, 0.23, 0.28, 0.30, 0.23, 0.35, 0.29, 0.31, 0.31, 0.29, 0.33, 0.30, 0.26, 0.32, 0.21, 0.27, 0.26, 0.20, 0.25, 0.32, 0.24, 0.25, 0.27, 0.26, 0.27, 0.25, 0.33, 0.20, 0.31, 0.26, 0.26, 0.24, 0.25, 0.27, 0.26, 0.29, 0.28, 0.26, 0.23, 0.23, 0.31, 0.27, 0.26, 0.27, 0.27, 0.26, 0.24, 0.25, 0.23, 0.20, 0.31],
  "charge": 0,
  "homo_energy_ev": -10.76,
  "spin_multiplicity": 1,
  "total_energy_ev": -130613.616
}